No. 1
{
  "formula": "C3H2F2O",
  "method": "ωB97M-V with the def2-TZVPD basis set",
  "symbols": ["C", "C", "C", "O", "F", "F", "H", "H"],
  "positions_angstrom": [[-0.067, 0.285, -0.851], [-1.098, 0.258, 0.326], [0.856, -0.264, 0.214], [-0.128, -0.014, 1.236], [-0.165, -0.035, -2.133], [-2.253, 0.772, 0.646], [1.101, -1.326, 0.155], [1.754, 0.324, 0.407]],
  "mulliken_spin": [0.94, 0.85, -0.03, 0.13, 0.05, 0.01, 0.02, 0.03],
  "homo_lumo_gap_ev": [7.4, 11.2],
  "s_squared": 2.005,
  "spin_multiplicity": 3,
  "homo_ha": [-0.235, -0.448],
  "energy_ev": -10620.049
}

***

No. 2
{
  "formula": "C9H32O7",
  "method": "ωB97M-V with the def2-TZVPD basis set",
  "symbols": ["C", "C", "C", "O", "H", "H", "H", "H", "H", "H", "H", "H", "C", "C", "C", "O", "H", "H", "H", "H", "H", "H", "H", "H", "C", "C", "C", "O", "H", "H", "H", "H", "H", "H", "H", "H", "O", "H", "H", "O", "H", "H", "O", "H", "H", "O", "H", "H"],
  "positions_angstrom": [[9.813, -1.657, 3.546], [8.511, -1.078, 2.926], [7.269, -1.736, 3.577], [8.509, 0.185, 3.415], [9.602, -1.777, 4.609], [10.748, -1.159, 3.288], [9.874, -2.660, 3.123], [8.507, -1.124, 1.837], [6.307, -1.537, 3.106], [7.337, -1.550, 4.648], [7.346, -2.824, 3.586], [8.692, 0.215, 4.357], [-6.729, -5.648, -1.976], [-5.871, -4.608, -2.653], [-6.582, -3.798, -3.686], [-5.487, -3.597, -1.665], [-6.153, -6.258, -1.280], [-7.215, -6.290, -2.711], [-7.531, -5.127, -1.452], [-5.046, -5.192, -3.061], [-7.322, -3.155, -3.209], [-7.065, -4.562, -4.295], [-5.825, -3.259, -4.255], [-4.552, -3.438, -1.813], [-1.765, 3.688, -3.279], [-1.503, 4.794, -2.297], [-2.358, 5.971, -2.647], [-1.942, 4.264, -1.102], [-2.640, 3.055, -3.127], [-0.857, 3.096, -3.168], [-1.754, 3.984, -4.328], [-0.523, 5.270, -2.320], [-3.347, 5.749, -3.048], [-1.825, 6.649, -3.313], [-2.616, 6.598, -1.794], [-1.384, 4.638, -0.416], [-1.070, -3.931, 3.095], [-0.848, -3.040, 2.825], [-1.811, -3.823, 3.692], [-5.198, 4.552, 2.942], [-4.517, 4.237, 2.348], [-5.685, 5.197, 2.429], [4.179, 3.089, 0.519], [4.983, 2.793, 0.948], [4.233, 4.044, 0.541], [0.261, -0.033, 0.756], [-0.298, 0.594, 0.297], [1.150, 0.194, 0.484]],
  "lowdin_charge": [-0.06, -0.50, -0.06, -0.07, 0.08, 0.08, 0.07, 0.14, 0.08, 0.08, 0.07, 0.09, -0.07, -0.50, -0.07, -0.07, 0.08, 0.08, 0.08, 0.13, 0.09, 0.08, 0.08, 0.08, -0.06, -0.55, -0.08, -0.03, 0.09, 0.08, 0.08, 0.14, 0.08, 0.08, 0.08, 0.10, -0.05, 0.03, 0.03, -0.05, 0.02, 0.03, -0.06, 0.03, 0.03, -0.05, 0.02, 0.03],
  "homo_lumo_gap_ev": 10.2,
  "spin_multiplicity": 1,
  "homo_ha": -0.364,
  "energy_ev": -24182.343
}

***

No. 3
{
  "formula": "C5H10O2",
  "method": "ωB97M-V with the def2-TZVPD basis set",
  "symbols": ["C", "C", "O", "C", "C", "C", "O", "H", "H", "H", "H", "H", "H", "H", "H", "H", "H"],
  "positions_angstrom": [[-1.757, -0.408, 1.474], [-1.208, 0.149, 0.187], [-1.732, 1.060, -0.421], [0.067, -0.479, -0.356], [1.277, 0.461, -0.477], [1.910, -0.474, 0.564], [0.745, -1.320, 0.586], [-2.713, 0.069, 1.700], [-1.874, -1.494, 1.399], [-1.044, -0.232, 2.286], [-0.191, -1.023, -1.276], [1.755, 0.464, -1.458], [1.091, 1.490, -0.161], [2.104, -0.028, 1.548], [2.799, -1.022, 0.236], [-0.440, 1.402, -3.245], [-0.789, 1.386, -2.586]],
  "lowdin_charge": [0.00, -0.40, 0.05, -0.28, -0.08, -0.16, -0.10, 0.09, 0.09, 0.09, 0.16, 0.11, 0.12, 0.12, 0.12, 0.04, 0.02],
  "homo_lumo_gap_ev": 10.4,
  "spin_multiplicity": 1,
  "homo_ha": -0.347,
  "energy_ev": -9440.073
}

***

No. 4
{
  "formula": "C6H11NS2",
  "method": "ωB97M-V with the def2-TZVPD basis set",
  "symbols": ["C", "C", "C", "C", "C", "C", "N", "S", "S", "H", "H", "H", "H", "H", "H", "H", "H", "H", "H", "H"],
  "positions_angstrom": [[-1.366, -1.772, 2.085], [-0.185, -2.514, 1.917], [1.625, 0.813, -0.814], [-0.555, 1.160, -1.968], [-0.417, 1.340, 0.527], [0.105, 0.677, -0.728], [-2.102, -0.886, 2.201], [1.027, -1.817, 0.784], [-0.205, -1.177, -0.713], [-0.678, -3.503, 0.943], [0.065, -3.327, 2.605], [2.169, 0.550, 0.107], [2.072, 0.094, -1.505], [2.048, 1.794, -0.978], [-0.597, 2.312, -2.028], [-1.489, 0.743, -2.036], [0.092, 0.999, -2.786], [-1.381, 1.555, 0.349], [-0.224, 0.701, 1.349], [-0.003, 2.257, 0.689]],
  "lowdin_charge": [-0.40, -0.56, -0.16, -0.12, -0.09, -0.85, 0.17, 0.53, 0.61, 0.18, 0.07, 0.05, 0.07, 0.08, 0.13, 0.04, 0.07, 0.05, 0.04, 0.06],
  "homo_lumo_gap_ev": 9.0,
  "spin_multiplicity": 1,
  "homo_ha": -0.323,
  "energy_ev": -29558.219
}